Below is a 11-piece molecular cluster, C19H60O19 overall, with properties calculated with ωB97M-V/def2-TZVPD.

XYZ file:
```
98
Properties=species:S:1:pos:R:3:lowdin_charge:R:1
O 4.47 0.24 2.85 -0.083
O -1.09 2.25 1.34 -0.033
O -1.48 -1.89 3.45 -0.089
O 0.67 -2.56 1.93 -0.083
O 2.81 1.67 -3.64 -0.077
O 0.24 1.08 -2.66 -0.096
O -0.02 5.03 1.02 -0.071
O 1.19 3.92 -2.80 -0.094
O 2.65 -3.16 -0.14 -0.138
O -0.09 -3.06 -4.73 -0.084
O 1.92 -0.63 4.32 -0.069
O -0.77 1.00 4.85 -0.058
O 2.32 -0.15 1.24 -0.072
O 0.83 -4.50 -2.16 -0.092
O -1.99 -0.62 -1.20 -0.134
O -4.47 1.12 4.59 -0.038
O -2.96 0.54 -3.97 -0.138
O 0.10 3.14 -5.31 -0.038
O -4.41 -1.60 3.86 -0.077
C 0.60 1.29 4.96 -0.258
C -4.81 -0.56 2.95 -0.200
C -0.73 4.25 0.01 -0.178
C -0.47 2.73 0.25 -0.303
C -0.33 -3.69 -2.41 -0.195
C -4.07 0.76 3.31 -0.270
C 0.04 -2.57 -3.41 -0.241
C 3.57 -0.16 0.67 -0.300
C 2.63 0.47 -2.91 -0.231
C -2.73 -0.21 -0.08 -0.158
C 1.39 0.51 -2.02 -0.223
C 0.82 4.83 -3.86 -0.205
C -0.59 -3.17 1.64 -0.248
C 3.20 -4.01 0.80 -0.154
C -2.31 -0.12 -5.07 -0.145
C 4.63 -0.61 1.67 -0.178
C 1.45 0.13 5.43 -0.205
C -0.34 4.22 -4.58 -0.262
C -1.44 -3.21 2.87 -0.204
H -1.13 -2.68 0.82 0.099
H 1.18 -0.58 -1.70 0.132
H -0.39 -4.23 1.33 0.131
H 1.12 -2.37 -3.24 0.115
H 0.63 5.82 -3.38 0.129
H -0.75 2.22 -0.69 0.101
H -2.74 0.88 0.00 0.083
H 3.53 0.47 -2.26 0.127
H -2.66 -1.16 -5.19 0.075
H 2.33 -3.68 -0.88 0.056
H 2.03 3.46 -3.01 0.072
H -2.98 0.56 3.27 0.099
H 1.07 -2.33 1.05 0.067
H -2.48 -3.38 2.56 0.124
H -1.16 -0.07 -4.96 0.090
H 0.24 2.05 -2.65 0.054
H -1.12 3.87 -3.93 0.130
H -1.79 4.42 0.13 0.115
H 3.84 0.87 0.32 0.136
H 0.66 2.65 0.24 0.138
H -1.19 -4.29 -2.79 0.132
H 3.91 -0.20 3.48 0.039
H -3.76 1.68 4.93 0.096
H -0.63 -3.28 -1.44 0.095
H 3.47 -3.40 1.67 0.072
H -0.68 1.39 1.46 0.089
H -1.05 -3.85 3.69 0.132
H 0.60 2.07 5.72 0.116
H -4.28 1.46 2.51 0.116
H 1.06 1.75 4.04 0.137
H 1.19 -4.79 -3.01 0.099
H 2.40 0.19 2.16 0.072
H 4.38 -1.64 1.96 0.097
H 1.65 1.07 -1.07 0.110
H 1.97 1.73 -4.14 0.079
H -2.33 -1.73 3.82 0.023
H 2.31 0.35 6.01 0.111
H 0.97 3.26 -5.65 0.072
H -2.54 0.61 -5.83 0.073
H -0.11 4.60 1.87 0.070
H 2.54 -0.37 -3.59 0.111
H -3.73 -0.59 -0.17 0.072
H -5.17 -1.60 4.45 0.089
H 4.11 -4.47 0.35 0.095
H 1.66 5.13 -4.50 0.128
H 0.76 -0.49 6.05 0.135
H 2.52 -4.79 1.02 0.072
H 5.71 -0.55 1.29 0.145
H 1.27 -1.26 4.06 0.056
H -2.39 -0.64 0.87 0.066
H -1.11 -0.16 -1.25 0.077
H -0.38 4.57 -0.91 0.073
H -0.57 -1.67 -3.30 0.089
H -2.91 0.01 -3.17 0.031
H -1.02 -2.84 -5.03 0.098
H -5.96 -0.40 2.90 0.152
H -4.51 -0.88 1.97 0.081
H -0.86 0.43 4.08 0.052
H -0.70 4.96 -5.27 0.115
H 3.53 -0.89 -0.10 0.081
```

Results
**F_max**: 5.225 eV/Å
**Kohn-Sham gap**: 10.4 eV
**ΔE to the lowest compared entry with this formula, charge and spin**: 53.9 kcal per mole
**Structure (SMILES)**: OCCO.OCCO.OCCO.OCCO.OCCO.OCCO.OCCO.OCCO.CO.CO.CO
**Net charge**: 0